Entry 1:
Below is a 3-piece molecular cluster, C21H39BN2O9S3 overall at a distorted geometry, with properties calculated with wB97M-V/def2-TZVPD.

HOMO-LUMO gap, eV: 7.488
Net charge: 0
E_LUMO, eV: -1.31

Geometry as XYZ:
```
75
Properties=species:S:1:pos:R:3:forces:R:3:lowdin_charge:R:1
C 4.7157 -4.5020 -1.3018 0.432 -0.771 0.486 -0.1136
O 5.5102 -3.8532 -2.3207 -1.248 -0.447 -0.028 -0.1984
C 4.7020 -3.6585 -3.4963 -1.081 1.035 -0.554 -0.2256
C 4.6845 -2.1227 -3.9264 -0.547 -0.288 1.042 -0.1436
C 3.6244 -1.3752 -2.9809 0.253 -0.290 -0.117 -0.2030
C 2.2353 -1.1204 -3.6853 0.655 0.474 -0.374 -0.2010
C 1.1372 -0.4234 -2.7779 0.858 0.532 0.012 -0.1892
C 1.0478 -0.9372 -1.2874 -1.911 0.096 0.051 -0.1816
C 0.0181 -2.1528 -1.0618 1.006 0.078 1.044 -0.1956
C 0.2402 -3.3816 -2.0267 -0.599 0.471 0.590 -0.1413
C -0.3991 -3.3143 -3.4438 0.774 -2.032 -3.030 -0.0643
C 0.1325 -4.2456 -4.4882 -2.291 2.300 0.245 -0.0129
B 1.3002 -5.3058 -4.2486 0.448 -0.823 -0.519 -0.5435
O 1.8742 -5.9344 -5.4129 -1.258 0.204 1.226 0.0714
O 1.8148 -5.7324 -2.9993 -0.889 -0.016 -1.030 0.0895
C -0.4735 -4.2109 -5.9122 -2.034 2.403 0.976 -0.0027
C -1.5659 -3.3175 -6.3089 1.450 -0.977 1.225 -0.0076
C -2.1708 -2.3803 -5.2978 1.102 -0.672 1.165 -0.3087
N -3.1896 -1.4825 -5.3983 1.307 -0.742 0.609 -0.2596
S -3.3930 -0.6904 -3.9117 2.857 -3.419 -1.375 0.9645
N -2.1910 -1.5269 -3.1163 0.259 -0.377 -0.324 -0.2859
C -1.5360 -2.4438 -3.8986 -1.780 1.734 -0.099 -0.2298
H 4.1864 -5.4132 -1.7079 0.445 0.972 0.270 0.0860
H 3.9450 -3.8077 -0.8490 0.824 -0.622 -0.468 0.0856
H 5.4144 -4.8860 -0.4953 -0.733 0.731 -0.905 0.0972
H 4.9704 -4.3248 -4.3639 0.150 0.453 1.022 0.1303
H 3.6327 -3.9021 -3.1993 1.071 0.126 -0.642 0.0878
H 5.7009 -1.6705 -3.7393 -0.986 -0.591 -0.483 0.1123
H 4.3642 -2.0065 -4.9987 0.528 -0.162 0.928 0.1090
H 3.4798 -2.0683 -2.0938 0.188 1.106 -0.839 0.0777
H 4.0762 -0.4038 -2.6266 -0.641 -0.938 -0.187 0.1186
H 1.9123 -2.0845 -4.1675 0.040 0.865 0.577 0.0943
H 2.4420 -0.3975 -4.5405 -0.296 -0.936 0.832 0.1179
H 0.1380 -0.4053 -3.3140 1.106 -0.248 0.843 0.0947
H 1.4408 0.6726 -2.7171 -0.274 -1.248 -0.077 0.1127
H 0.6093 -0.0823 -0.6790 0.669 -0.958 -0.624 0.0911
H 2.0297 -1.1870 -0.8064 -0.789 0.241 -0.784 0.1001
H -1.0475 -1.8014 -0.9701 1.171 -0.378 -0.545 0.0857
H 0.2809 -2.5322 -0.0188 -0.378 0.292 -1.195 0.1105
H -0.2025 -4.2918 -1.5058 0.486 0.964 -0.686 0.1317
H 1.3601 -3.5545 -2.0761 -1.418 0.104 -0.261 0.1097
H 1.2682 -6.6554 -5.6832 0.680 0.511 -0.021 0.1068
H 1.1762 -6.2611 -2.4900 0.319 0.579 -0.056 0.1169
H -0.0509 -4.8904 -6.6914 -0.382 0.766 0.874 0.1011
H -1.9533 -3.3142 -7.3614 0.479 -0.081 1.222 0.1039
C -1.7505 1.8402 -0.0795 0.285 0.159 -0.003 -0.0729
C -2.8853 2.0437 0.9070 -0.069 0.130 -0.896 -0.2607
O -2.4538 1.8772 2.2610 0.163 0.183 0.524 -0.2630
S -1.5578 3.0386 2.9250 -0.182 -0.556 0.456 0.5905
C -1.6200 2.4549 4.5905 -0.089 -0.172 -0.004 -0.1266
O -2.2689 4.2810 2.8368 0.283 -0.123 -0.341 -0.2775
O -0.2092 2.9081 2.4528 -0.288 0.335 -0.079 -0.2813
H -0.9898 2.6153 0.0277 -0.064 -0.038 -0.010 0.0732
H -2.1177 1.8758 -1.1079 -0.089 -0.067 0.086 0.0801
H -1.2596 0.8804 0.0909 -0.117 -0.003 -0.035 0.0654
H -3.3535 3.0231 0.7736 0.095 0.002 0.178 0.1161
H -3.6560 1.2924 0.7249 0.052 -0.010 0.374 0.1214
H -2.6441 2.5156 4.9518 0.068 0.057 -0.026 0.0693
H -0.9735 3.0963 5.1887 -0.086 0.073 -0.141 0.0708
H -1.2532 1.4301 4.6195 -0.012 0.060 -0.091 0.0749
C -0.4344 6.0448 8.3148 0.001 -0.276 -0.169 -0.0764
C -1.6519 6.7987 8.8167 0.721 -0.281 0.560 -0.2612
O -2.6260 6.9915 7.7849 -0.550 -0.174 -0.337 -0.2610
S -3.5010 5.7272 7.3152 -0.082 0.766 -0.220 0.5925
C -4.6715 6.6096 6.3298 0.020 0.158 -0.001 -0.1176
O -4.1734 5.1758 8.4554 0.379 -0.187 -0.154 -0.2733
O -2.7063 4.9121 6.4421 -0.153 -0.177 0.398 -0.2848
H -0.6912 5.0224 8.0329 0.009 0.064 0.052 0.0660
H 0.3352 5.9929 9.0880 -0.085 0.119 0.002 0.0819
H -0.0194 6.5296 7.4295 0.008 0.043 0.087 0.0863
H -2.1021 6.2944 9.6764 -0.133 -0.009 -0.158 0.1166
H -1.3447 7.7908 9.1515 -0.309 0.061 -0.222 0.1223
H -5.2612 7.2590 6.9736 0.071 -0.042 0.005 0.0746
H -5.3146 5.8739 5.8471 0.119 -0.048 0.091 0.0782
H -4.1364 7.1844 5.5759 0.013 -0.067 0.056 0.0777
```
Positions in Å, forces in eV/Å.

Entry 2:
Below is C21H39Br3F6N4O8 as an isolated structure at a distorted geometry, with properties calculated with wB97M-V/def2-TZVPD.

HOMO-LUMO gap, eV: 9.129
Net charge: 0
Relative energy (zero: lowest compared OMol25 entry of this formula, charge and spin), eV: 3.0117
E_LUMO, eV: -0.27

Geometry as XYZ:
```
81
Properties=species:S:1:pos:R:3:forces:R:3:lowdin_charge:R:1
C -0.3313 -6.1466 -4.9739 1.372 0.223 0.526 -0.0113
C -1.0416 -5.2859 -5.9562 -0.825 0.659 0.781 -0.5726
O -1.0212 -4.0665 -5.9266 0.333 0.004 -0.344 0.0493
N -1.9134 -5.9594 -6.7244 0.947 -1.748 0.132 -0.0270
C -2.8439 -5.3589 -7.5668 -2.042 0.086 -0.906 -0.1065
H 0.3335 -5.5376 -4.3614 -0.336 0.243 0.092 0.0825
H 0.3780 -6.8273 -5.4446 -0.485 -0.531 -0.103 0.0834
H -1.0724 -6.6168 -4.3275 0.236 -0.344 -0.111 0.0878
H -1.9516 -6.9685 -6.7091 0.439 0.262 0.311 0.1405
H -3.4630 -6.1530 -7.9843 0.289 -0.180 -0.463 0.0851
H -2.4031 -4.7917 -8.3866 -0.208 0.340 0.261 0.0964
H -3.6105 -4.8578 -6.9757 0.308 1.000 -0.169 0.0934
C -5.6963 -4.2374 -1.3981 -0.261 -0.305 0.111 -0.0114
C -5.9579 -3.2836 -0.2332 -1.865 1.784 -2.549 -0.5327
O -6.8699 -2.4355 -0.4183 1.660 -1.836 1.189 0.0051
N -5.2528 -3.3869 0.8871 0.139 -1.190 2.351 0.0096
C -5.6251 -2.7311 2.1323 0.543 2.439 0.312 -0.0811
H -6.0083 -3.7311 -2.3116 0.216 -0.033 0.110 0.0797
H -6.3784 -5.0761 -1.2587 -0.334 0.036 0.071 0.0787
H -4.7448 -4.7523 -1.5316 0.384 0.560 0.305 0.0690
H -4.3156 -3.7590 0.9446 -0.420 -0.445 -0.652 0.1406
H -5.4418 -1.6831 1.8956 -0.092 0.432 0.604 0.0815
H -5.0157 -2.9578 3.0071 0.694 -0.517 -0.611 0.0777
H -6.6028 -2.7092 2.6135 -0.645 -0.905 -1.249 0.0862
C -5.0441 7.2476 2.5421 0.502 0.217 0.688 -0.0006
C -4.8966 6.7989 3.9897 -1.289 0.561 -2.985 -0.6223
O -4.0367 6.0201 4.2332 2.161 -1.843 1.756 0.0647
N -5.7834 7.3257 4.8153 -1.210 0.714 -0.205 -0.0083
C -5.8064 7.1653 6.2105 -0.717 -0.278 1.434 -0.0832
H -6.0765 7.4176 2.2366 0.182 0.000 -0.192 0.0763
H -4.4870 6.5214 1.9502 -0.417 0.135 -0.174 0.0826
H -4.4652 8.1710 2.5623 -0.178 0.310 -0.599 0.0840
H -6.4601 7.9727 4.4364 0.244 -0.192 -0.094 0.1437
H -6.7682 6.7891 6.5593 -0.332 0.032 -0.164 0.0817
H -5.7068 8.1601 6.6445 0.585 -0.289 0.637 0.0887
H -5.1245 6.3820 6.5416 0.520 0.612 -0.081 0.0930
C 1.1169 6.5419 5.8199 -1.999 0.653 0.048 -0.0093
C 1.1867 5.1796 6.3884 1.921 1.380 -0.821 -0.6315
O 2.2870 4.8938 6.8104 0.676 -1.419 0.958 0.0376
N 0.1602 4.3595 6.3109 -1.366 -3.368 -0.188 0.0397
C 0.3822 2.9034 6.5394 -0.046 -0.087 0.473 -0.0579
H 1.2909 7.2104 6.6630 0.542 0.253 -0.406 0.0904
H 0.0965 6.7511 5.4987 -0.046 0.269 -0.391 0.0699
H 1.8047 6.6136 4.9774 0.059 0.242 0.370 0.0938
H -0.7023 4.5410 5.8176 0.380 0.640 0.062 0.1385
H -0.2747 2.2513 5.9637 -0.380 0.586 -0.236 0.0750
H 0.2159 2.6270 7.5806 0.048 0.207 0.105 0.0781
H 1.3831 2.5518 6.2892 0.163 0.647 -0.015 0.0768
C 4.2111 -0.3959 -5.9776 -1.753 1.515 -0.551 -0.0746
C 4.3012 -1.8251 -5.5610 1.169 0.012 0.555 -0.2278
O 4.3331 -2.5094 -6.8049 -0.343 -3.215 -1.443 -0.0210
C 4.5844 -3.8846 -6.8601 2.171 2.036 3.774 -0.2752
O 4.9042 -4.5422 -5.8582 -1.480 1.416 -3.414 0.1270
C 4.7426 -4.3614 -8.3321 -0.480 0.565 0.461 -0.4812
F 5.8792 -5.0697 -8.4377 -0.990 0.408 -0.321 0.1664
F 3.6558 -5.1510 -8.5178 0.877 0.299 -0.826 0.1462
F 4.7649 -3.3314 -9.2462 -0.143 -1.806 1.240 0.1362
H 3.1525 -0.2750 -6.2080 -0.226 0.190 -0.359 0.0772
H 4.6959 -0.1154 -6.9127 0.506 -0.414 0.229 0.0857
H 4.3376 0.4206 -5.2667 0.613 -0.541 0.481 0.0817
H 3.4281 -2.0853 -4.9627 0.139 -0.350 -0.030 0.1332
H 5.2233 -2.0615 -5.0299 -0.090 -0.127 0.209 0.1263
C 6.2976 1.9262 3.3545 -0.828 -0.454 0.418 -0.0536
C 5.0943 0.9188 3.2182 2.412 1.611 1.235 -0.1826
O 5.3461 -0.0136 2.1895 0.605 -1.538 -0.736 0.0148
C 6.2686 -0.9637 2.4097 1.940 -1.050 3.814 -0.2917
O 7.0313 -1.1027 3.4074 -2.927 0.909 -3.691 0.1034
C 6.2157 -2.1042 1.3290 -0.329 0.876 0.000 -0.6125
F 5.3703 -1.7317 0.4113 -1.226 0.815 -1.757 0.1782
F 7.3748 -2.3134 0.7425 1.090 0.084 0.130 0.1886
F 5.7583 -3.2682 1.7494 0.130 -0.558 1.330 0.1865
H 6.0991 2.5037 4.2574 -0.196 0.404 -0.174 0.0760
H 6.3468 2.5714 2.4774 0.067 0.029 0.122 0.0750
H 7.2696 1.4823 3.5695 -0.202 -0.406 -0.395 0.0692
H 4.2282 1.5395 2.9887 -0.181 -0.704 -0.228 0.1242
H 5.0147 0.3843 4.1648 -0.370 -0.005 -0.059 0.1248
C -0.5318 0.5098 0.3616 -0.512 -0.003 -1.289 -1.5756
Br -1.9786 1.8082 0.2092 0.388 -0.019 0.734 0.5297
Br -0.5683 -0.3503 -1.4071 0.237 -0.530 0.448 0.5128
Br -0.7250 -0.7049 1.8665 0.209 0.579 -0.680 0.5540
H 0.4335 1.0127 0.3034 -0.329 -0.050 0.794 -0.0268
```
Positions in Å, forces in eV/Å.

Entry 3:
Below is a 3-piece molecular cluster, C21H39BrFN4O9S2 overall at a distorted geometry, with properties calculated with wB97M-V/def2-TZVPD.

HOMO-LUMO gap, eV: 6.119
Net charge: +1
E_LUMO, eV: -4.11

Geometry as XYZ:
```
77
Properties=species:S:1:pos:R:3:forces:R:3:lowdin_charge:R:1
C 6.8490 -3.6149 -4.9919 0.570 -0.156 -0.231 -0.0656
C 7.3271 -2.6051 -6.0436 -0.416 -0.123 0.002 -0.1579
C 6.1560 -1.7286 -6.5124 0.535 -0.620 0.040 -0.2537
F 6.5722 -0.6218 -7.2118 0.159 0.279 0.106 0.0397
C 5.2902 -1.2843 -5.3717 0.327 0.394 -0.378 -0.1225
N 4.0056 -1.5131 -5.2470 0.057 -0.318 -0.597 -0.0401
N 3.2824 -2.1936 -6.2268 -0.247 0.328 1.234 0.1099
C 2.3450 -2.8934 -5.7752 0.683 -0.101 -0.777 -0.7230
S 1.2798 -3.9279 -5.4820 -0.606 -0.132 0.297 0.9715
N 3.4944 -1.0209 -4.0990 -0.718 -0.326 -0.500 0.2561
C 4.4965 -0.4525 -3.5271 0.576 0.437 0.539 -0.2849
C 4.4976 0.2584 -2.2239 0.479 0.359 0.545 -0.1558
S 3.2413 -0.4172 -1.1223 -0.512 -0.955 -0.435 0.6777
O 3.6578 -1.7522 -0.8318 0.648 -0.063 0.090 -0.3310
O 1.9728 -0.2112 -1.7313 -0.294 0.593 0.103 -0.3030
N 5.6431 -0.5820 -4.2802 -0.257 -0.399 -0.045 0.0565
C 6.9546 -0.0424 -3.9882 -0.113 0.634 -0.097 -0.0815
C 6.9304 1.4783 -3.7912 -0.028 0.155 0.041 -0.7750
O 7.5979 2.0321 -2.9948 -0.067 -0.073 -0.090 0.1036
Br 5.7462 2.4275 -5.0037 0.131 -0.128 0.105 0.8214
H 6.8549 -3.2201 -3.9784 -0.266 0.115 0.056 0.0763
H 5.8749 -4.0249 -5.2539 -0.168 0.047 0.120 0.0842
H 7.5325 -4.4598 -4.9846 0.049 -0.069 0.055 0.0884
H 8.1677 -2.0087 -5.6996 0.027 0.081 0.098 0.1108
H 7.6758 -3.1592 -6.9104 0.069 0.115 -0.171 0.1257
H 5.5683 -2.3445 -7.1867 -0.419 0.105 0.042 0.1551
H 4.3972 1.3383 -2.3358 -0.316 0.046 -0.130 0.1152
H 5.4577 0.0910 -1.7333 0.024 -0.063 0.109 0.1158
H 3.3355 0.2965 0.0313 0.219 0.279 -0.295 0.1022
H 7.5909 -0.2033 -4.8514 0.112 -0.142 -0.049 0.1307
H 7.3934 -0.4848 -3.0989 -0.004 -0.142 0.045 0.1545
C 1.5474 -3.2587 0.8987 -0.207 -0.134 0.202 -0.1058
O 0.5635 -2.8989 1.8426 -0.020 0.133 -0.195 -0.1866
C 1.0312 -1.9062 2.7352 -0.106 -0.293 0.073 -0.2049
C -0.1206 -1.1714 3.3816 0.016 0.151 0.078 -0.1788
O -0.6943 -0.1723 2.5502 0.034 -0.037 -0.038 -0.1329
C -1.5325 -0.6194 1.4915 -0.021 0.128 -0.035 -0.1777
C -2.8993 -1.0710 1.9505 -0.072 -0.298 -0.111 -0.2060
O -2.8461 -2.3810 2.4870 0.138 0.083 0.196 -0.1946
C -3.9209 -2.6418 3.3638 0.044 -0.071 -0.081 -0.1034
H 2.4386 -3.6643 1.3937 0.049 0.028 -0.073 0.0958
H 1.1239 -4.0227 0.2485 -0.020 -0.025 0.054 0.0945
H 1.8348 -2.4023 0.2884 -0.049 -0.069 0.084 0.0383
H 1.6618 -1.1806 2.2012 0.006 0.022 0.028 0.1199
H 1.6347 -2.3943 3.5134 0.091 0.138 0.015 0.1310
H 0.2747 -0.6292 4.2434 -0.002 0.023 -0.018 0.1288
H -0.8757 -1.8694 3.7469 0.024 -0.109 -0.120 0.1255
H -1.0436 -1.3928 0.8957 -0.053 -0.111 0.080 0.1219
H -1.6703 0.2551 0.8516 0.006 0.023 0.033 0.1259
H -3.5897 -1.0769 1.0949 -0.017 0.173 0.008 0.1334
H -3.2782 -0.3672 2.6996 0.037 0.026 0.008 0.1007
H -3.9003 -1.9580 4.2205 -0.076 0.032 -0.023 0.0860
H -3.8083 -3.6603 3.7296 0.006 -0.012 -0.037 0.0890
H -4.8838 -2.5533 2.8487 -0.031 0.036 0.053 0.0910
C -3.7690 2.0635 4.9214 0.020 0.109 -0.054 -0.1070
O -4.5471 2.8781 4.0742 -0.171 -0.141 0.104 -0.1905
C -4.6807 2.3218 2.7794 0.138 0.288 0.124 -0.2100
C -5.8757 2.9062 2.0600 -0.037 -0.059 -0.128 -0.1808
O -7.1133 2.3279 2.4442 0.037 0.016 0.026 -0.1267
C -7.6423 2.7196 3.7041 -0.093 -0.089 -0.012 -0.1810
C -8.2547 4.1017 3.7057 0.108 0.127 0.197 -0.2069
O -7.2502 5.0980 3.7922 0.060 -0.046 -0.226 -0.1990
C -7.6904 6.3463 3.3068 0.066 -0.031 0.099 -0.1131
H -2.7543 1.9347 4.5248 0.003 -0.070 0.019 0.0865
H -3.7121 2.5525 5.8917 0.003 0.030 -0.014 0.0892
H -4.2351 1.0785 5.0504 0.059 -0.031 -0.015 0.0847
H -4.7959 1.2335 2.8457 -0.050 -0.010 -0.047 0.1101
H -3.7650 2.5503 2.2137 -0.029 -0.148 -0.115 0.1302
H -5.7703 2.6684 0.9988 -0.019 -0.026 0.005 0.1267
H -5.8971 3.9934 2.1554 0.070 0.001 0.143 0.1233
H -6.8968 2.6214 4.4954 0.044 0.143 -0.007 0.1227
H -8.4412 2.0042 3.9097 -0.002 -0.006 -0.037 0.1276
H -8.9203 4.2001 4.5745 -0.101 -0.058 -0.067 0.1290
H -8.8482 4.2354 2.7933 -0.007 -0.032 -0.011 0.1282
H -7.9640 6.2795 2.2473 -0.083 0.024 0.019 0.0882
H -6.8660 7.0491 3.4092 0.004 -0.011 0.039 0.0874
H -8.5461 6.7170 3.8823 -0.035 0.026 -0.057 0.0889
```
Positions in Å, forces in eV/Å.